Entry 1:
Formula: C29H80N4O11
Source: OMol25
Level of theory: ωB97M-V/def2-TZVPD

Last column: Mulliken charge in e.
Positions of all 124 atoms, in Å:
C (1.030, -0.547, 3.859)  -0.523
C (2.037, -1.694, 3.969)  0.399
C (1.493, -2.935, 4.689)  -1.172
O (2.503, -2.113, 2.696)  -0.481
H (0.571, -0.350, 4.825)  0.470
H (0.279, -0.823, 3.115)  -0.124
H (1.602, 0.312, 3.503)  -0.069
H (2.937, -1.385, 4.506)  0.347
H (2.251, -3.717, 4.678)  0.340
H (0.540, -3.241, 4.257)  -0.020
H (1.325, -2.761, 5.759)  0.451
H (1.766, -2.300, 2.097)  0.128
C (4.423, 2.266, 2.539)  -1.461
C (4.242, 2.010, 1.038)  0.699
C (2.741, 2.087, 0.706)  0.205
O (4.978, 3.131, 0.480)  -0.595
H (4.028, 1.458, 3.156)  0.229
H (3.895, 3.188, 2.769)  0.322
H (5.496, 2.347, 2.705)  0.430
H (4.647, 1.047, 0.721)  0.052
H (2.333, 1.113, 0.992)  0.027
H (2.505, 2.280, -0.340)  -0.532
H (2.252, 2.850, 1.310)  0.335
H (4.902, 3.007, -0.475)  0.324
C (-5.390, -1.656, -2.204)  -1.116
C (-4.465, -2.774, -1.708)  0.461
C (-3.683, -3.553, -2.754)  -1.139
O (-3.565, -2.250, -0.722)  -0.235
H (-6.100, -2.010, -2.952)  0.396
H (-4.765, -0.915, -2.708)  0.102
H (-5.880, -1.192, -1.353)  0.296
H (-5.059, -3.482, -1.122)  0.284
H (-2.890, -2.971, -3.231)  0.248
H (-4.384, -3.762, -3.570)  0.440
H (-3.291, -4.482, -2.350)  0.173
H (-2.952, -1.647, -1.180)  -0.017
C (-4.151, -4.263, 3.110)  -1.324
C (-3.496, -2.896, 3.264)  0.710
C (-2.670, -2.870, 4.548)  -1.282
O (-2.635, -2.626, 2.182)  0.016
H (-4.665, -4.578, 4.022)  0.402
H (-3.451, -5.093, 2.956)  0.247
H (-4.810, -4.360, 2.245)  0.325
H (-4.234, -2.084, 3.293)  0.288
H (-3.143, -3.219, 5.457)  0.426
H (-2.013, -2.003, 4.628)  0.288
H (-1.899, -3.607, 4.259)  0.197
H (-3.087, -2.233, 1.424)  -0.049
C (5.764, -2.343, -0.070)  -1.482
C (4.313, -2.884, -0.195)  1.257
C (3.473, -2.254, -1.306)  -0.379
O (4.525, -4.290, -0.474)  -0.582
H (6.154, -1.981, -1.020)  0.366
H (6.406, -2.985, 0.523)  0.435
H (5.692, -1.453, 0.576)  0.251
H (3.737, -2.954, 0.727)  -0.177
H (3.304, -1.192, -1.093)  -0.356
H (2.429, -2.564, -1.250)  0.056
H (3.946, -2.453, -2.266)  0.382
H (5.218, -4.432, -1.123)  0.331
C (2.041, 6.239, -2.083)  -1.377
C (2.273, 5.343, -0.841)  1.104
C (2.609, 6.094, 0.436)  -1.458
O (0.989, 4.713, -0.583)  -0.266
H (1.017, 6.229, -2.451)  0.259
H (2.689, 5.830, -2.858)  0.335
H (2.244, 7.286, -1.855)  0.389
H (3.070, 4.677, -1.163)  -0.125
H (3.519, 6.694, 0.369)  0.383
H (2.803, 5.403, 1.260)  0.239
H (1.791, 6.728, 0.783)  0.467
H (0.365, 5.358, -0.243)  0.170
C (-2.754, 3.412, 1.170)  -0.619
C (-3.511, 4.720, 1.362)  0.535
C (-4.920, 4.787, 0.806)  -1.463
O (-3.625, 5.045, 2.780)  -0.581
H (-2.344, 3.420, 0.158)  -0.076
H (-3.352, 2.519, 1.339)  0.292
H (-1.862, 3.373, 1.801)  0.339
H (-2.921, 5.556, 0.963)  0.172
H (-4.886, 4.801, -0.289)  0.349
H (-5.450, 5.684, 1.115)  0.373
H (-5.511, 3.903, 1.051)  0.342
H (-2.700, 5.186, 3.014)  0.322
C (-0.533, -0.346, -0.311)  -0.313
C (-1.536, 0.699, -0.808)  1.081
C (-0.819, 1.888, -1.433)  -1.346
O (-2.383, 0.095, -1.832)  -0.640
H (-1.007, -1.305, -0.101)  -0.282
H (-0.038, -0.068, 0.626)  0.188
H (0.340, -0.492, -0.956)  -0.097
H (-2.304, 0.815, -0.036)  -0.075
H (-0.112, 2.273, -0.689)  0.196
H (-1.428, 2.743, -1.723)  0.606
H (-0.177, 1.509, -2.226)  0.263
H (-2.737, 0.855, -2.309)  0.184
C (-1.143, -4.918, -0.138)  -1.299
C (0.086, -4.864, 0.765)  0.946
C (1.380, -5.145, 0.019)  -1.297
O (0.169, -3.583, 1.365)  0.259
H (-1.268, -4.056, -0.799)  0.204
H (-2.040, -4.931, 0.494)  0.269
H (-1.290, -5.804, -0.760)  0.490
H (-0.087, -5.613, 1.548)  0.053
H (2.202, -5.348, 0.705)  0.377
H (1.609, -4.288, -0.608)  -0.017
H (1.307, -6.028, -0.616)  0.436
H (-0.714, -3.217, 1.507)  -0.244
C (1.871, 1.325, -3.533)  0.294
O (0.884, 1.157, -4.262)  -0.660
N (2.677, 0.296, -3.146)  -0.330
N (2.187, 2.459, -2.889)  -0.117
H (3.408, 0.451, -2.482)  0.109
H (2.578, -0.619, -3.547)  0.168
H (1.473, 3.160, -2.768)  0.090
H (3.124, 2.595, -2.570)  0.243
C (-2.195, 1.672, -5.832)  0.529
O (-3.324, 1.961, -6.273)  -0.727
N (-1.808, 0.387, -5.690)  -0.322
N (-1.346, 2.617, -5.367)  -0.343
H (-2.469, -0.338, -5.885)  0.190
H (-0.948, 0.195, -5.199)  0.259
H (-0.487, 2.355, -4.908)  0.398
H (-1.729, 3.537, -5.495)  0.160

Results
HOMO energy ... -9.208 eV
Kohn-Sham gap ... 9.08 eV
Structure (SMILES) ... NC(N)=O.NC(N)=O.CC(C)O.CC(C)O.CC(C)O.CC(C)O.CC(C)O.CC(C)O.CC(C)O.CC(C)O.CC(C)O
Energy relative to the best compared isomer or geometry (same formula, charge and spin) ... 66.6 kJ/mol



Entry 2:
Formula: C3H36NO15S
Source: OMol25
Level of theory: ωB97M-V/def2-TZVPD

Last column: natural (NBO) charge in e.
Positions of all 56 atoms, in Å:
O (3.498, -0.040, 0.636)  -0.503
C (3.724, -0.949, -0.099)  0.458
C (2.569, -1.550, -0.986)  -0.198
C (2.537, -3.019, -1.104)  -0.533
S (1.152, -3.951, -1.955)  -0.033
N (1.302, -0.971, -0.440)  -0.739
H (4.782, -1.242, -0.339)  0.145
H (2.777, -0.945, -1.914)  0.283
H (2.455, -3.551, -0.149)  0.231
H (3.447, -3.470, -1.499)  0.259
H (1.743, -3.948, -3.122)  0.130
H (1.016, -1.449, 0.436)  0.462
H (0.522, -1.087, -1.091)  0.457
H (1.354, 0.053, -0.220)  0.482
H (4.167, 1.113, -2.484)  0.476
H (2.801, 1.911, -2.320)  0.515
O (3.395, 1.253, -1.916)  -0.995
H (-0.400, 3.423, 0.878)  0.485
H (-0.940, 4.935, 0.697)  0.490
O (-0.596, 4.145, 0.274)  -0.974
H (-0.798, -2.603, -3.637)  0.484
H (-1.421, -1.630, -2.617)  0.506
O (-1.139, -1.709, -3.543)  -0.996
H (-0.559, -0.072, -4.293)  0.495
H (-1.276, 0.340, -3.282)  0.480
O (-0.533, 0.742, -3.762)  -0.976
H (-1.732, -1.663, 2.065)  0.516
H (-1.603, -0.023, 2.012)  0.511
O (-1.242, -0.888, 1.789)  -1.004
H (-3.685, -1.436, 4.090)  0.485
H (-2.335, -1.987, 4.490)  0.484
O (-2.771, -1.496, 3.783)  -0.964
H (-3.460, 0.911, -0.248)  0.513
H (-4.679, -0.113, -0.305)  0.492
O (-3.803, 0.054, 0.055)  -0.983
H (-2.362, 2.871, -0.992)  0.487
H (-1.321, 1.803, -0.860)  0.478
O (-2.162, 1.977, -1.303)  -0.949
H (-1.502, -0.769, 0.042)  0.497
H (-2.726, -0.981, -0.740)  0.508
O (-1.739, -1.085, -0.862)  -1.058
H (1.057, -2.641, 2.465)  0.481
H (0.768, -1.217, 2.939)  0.502
O (1.203, -1.710, 2.235)  -0.953
H (-2.435, 2.464, 3.013)  0.488
H (-3.125, 1.052, 3.258)  0.499
O (-2.294, 1.529, 3.186)  -0.977
H (1.916, 1.706, 0.427)  0.529
H (0.777, 1.231, 1.543)  0.512
O (0.994, 1.513, 0.649)  -0.996
H (0.465, 2.886, 3.622)  0.473
H (-0.303, 1.707, 4.372)  0.493
O (0.540, 2.020, 4.035)  -0.964
H (0.695, 1.972, -3.086)  0.519
H (0.337, 2.583, -1.675)  0.484
O (0.943, 1.997, -2.146)  -0.996

Results
HOMO energy ... -12.345 eV
Kohn-Sham gap ... 9.68 eV
Total charge ... +1
Energy relative to the best compared isomer or geometry (same formula, charge and spin) ... 200.9 kJ/mol



Entry 3:
Formula: C47H45N6O2OsS2Sb2
Source: OMol25
Level of theory: ωB97M-V/def2-TZVPD

Last column: Löwdin spin population.
Positions of all 105 atoms, in Å:
Os (0.318, 0.958, 2.677)  2.244
N (-3.053, 3.358, 2.782)  0.007
C (-3.807, 2.204, 2.751)  0.001
C (-2.936, 1.182, 2.558)  0.009
N (-1.662, 1.706, 2.452)  0.017
C (-1.775, 3.024, 2.599)  0.015
C (-0.542, 3.782, 2.649)  0.022
N (0.597, 3.095, 2.649)  0.039
C (1.617, 4.018, 2.758)  0.010
C (1.074, 5.260, 2.814)  0.002
N (-0.291, 5.087, 2.747)  0.010
H (-3.425, 4.289, 2.896)  0.000
H (-4.875, 2.210, 2.889)  0.000
H (-3.126, 0.126, 2.488)  0.003
H (2.653, 3.737, 2.817)  0.000
H (1.531, 6.232, 2.895)  0.000
H (-0.970, 5.835, 2.741)  0.000
C (0.275, -1.119, -1.345)  0.025
C (0.683, 0.034, -2.263)  0.000
C (0.409, 1.405, -1.639)  0.005
Sb (-1.686, 1.901, -1.598)  0.249
C (-1.489, 3.892, -0.834)  0.080
C (-0.295, 4.605, -0.906)  0.013
C (-0.283, 5.967, -0.623)  0.004
C (-1.452, 6.619, -0.251)  0.001
C (-2.640, 5.904, -0.140)  0.001
C (-2.659, 4.544, -0.432)  0.008
C (-1.968, 2.327, -3.650)  0.050
C (-2.986, 1.708, -4.367)  0.002
C (-3.204, 2.069, -5.691)  0.001
C (-2.416, 3.045, -6.283)  -0.001
C (-1.400, 3.660, -5.562)  0.004
C (-1.173, 3.308, -4.239)  0.010
Sb (-1.856, -1.308, -1.141)  0.334
C (-2.356, -1.991, -3.078)  0.044
C (-1.461, -2.807, -3.768)  0.011
C (-1.867, -3.416, -4.948)  0.003
C (-3.151, -3.209, -5.435)  -0.001
C (-4.037, -2.390, -4.749)  0.001
C (-3.643, -1.779, -3.567)  0.002
C (-2.019, -3.127, -0.033)  0.106
C (-2.994, -3.267, 0.953)  0.006
C (-3.074, -4.451, 1.672)  0.002
C (-2.196, -5.493, 1.395)  -0.002
C (-1.243, -5.354, 0.396)  0.007
C (-1.143, -4.166, -0.320)  0.020
H (0.674, -0.966, -0.343)  0.005
H (0.647, -2.074, -1.718)  0.005
H (0.172, -0.043, -3.228)  0.000
H (1.751, -0.053, -2.478)  0.000
H (0.898, 2.188, -2.220)  0.002
H (0.777, 1.454, -0.608)  0.004
H (0.629, 4.123, -1.200)  0.001
H (0.640, 6.527, -0.717)  0.001
H (-1.442, 7.687, -0.071)  0.000
H (-3.558, 6.412, 0.130)  0.000
H (-3.599, 4.004, -0.388)  0.002
H (-3.606, 0.945, -3.913)  0.000
H (-3.998, 1.595, -6.253)  0.000
H (-2.598, 3.334, -7.310)  0.000
H (-0.787, 4.423, -6.026)  0.001
H (-0.386, 3.805, -3.684)  0.001
H (-0.453, -2.970, -3.409)  0.001
H (-1.179, -4.058, -5.483)  0.001
H (-3.462, -3.689, -6.353)  0.000
H (-5.040, -2.238, -5.126)  0.000
H (-4.346, -1.152, -3.029)  0.001
H (-3.700, -2.470, 1.153)  0.003
H (-3.832, -4.568, 2.436)  0.000
H (-2.270, -6.422, 1.946)  0.000
H (-0.581, -6.177, 0.155)  0.001
H (-0.408, -4.082, -1.112)  0.002
O (2.103, -6.918, 4.655)  0.000
C (1.947, -5.735, 5.272)  0.000
O (2.279, -5.575, 6.405)  0.000
C (1.350, -4.604, 4.470)  0.001
C (1.590, -4.435, 3.111)  0.002
C (1.074, -3.330, 2.441)  0.010
C (0.315, -2.402, 3.143)  0.050
S (-0.508, -1.099, 2.254)  0.273
C (0.069, -2.566, 4.504)  0.012
C (0.604, -3.658, 5.165)  0.001
H (1.703, -6.941, 3.776)  0.000
H (2.192, -5.151, 2.563)  0.000
H (1.261, -3.193, 1.382)  0.002
H (-0.519, -1.837, 5.046)  0.001
H (0.450, -3.791, 6.228)  0.000
N (3.772, -1.673, 2.636)  0.005
C (3.487, -0.395, 2.531)  0.027
S (2.270, 0.268, 3.643)  0.198
N (4.116, 0.399, 1.687)  0.013
C (5.181, 0.045, 0.778)  0.001
C (6.288, -0.672, 1.209)  0.000
C (7.290, -0.977, 0.298)  0.000
C (7.187, -0.559, -1.021)  0.000
C (6.089, 0.186, -1.432)  0.000
C (5.081, 0.491, -0.532)  0.001
H (3.298, -2.234, 3.330)  0.002
H (4.508, -2.096, 2.085)  0.001
H (3.791, 1.353, 1.650)  0.002
H (6.411, -0.939, 2.253)  0.000
H (8.164, -1.521, 0.629)  0.000
H (7.970, -0.802, -1.727)  0.000
H (6.021, 0.536, -2.453)  0.000
H (4.222, 1.076, -0.843)  0.000

Results
HOMO energy (alpha / beta) ... -14.955 / -15.408 eV
Kohn-Sham gap (alpha / beta) ... 7.14 / 5.93 eV
Total charge ... +3
Spin multiplicity ... 5
Energy relative to the best compared isomer or geometry (same formula, charge and spin) ... 3.9 kJ/mol



> The highest energy relative to the best compared isomer or geometry (same formula, charge and spin) belongs to which entry?

C3H36NO15S